# 1
The following is a quantum chemistry calculation of 7 unconnected molecules or ions with the total composition C17H15Cl24N4O2S, from the Open Molecules 2025 dataset.

Element x y z (Å)
C 0.709297 -3.157099 1.993858
C 0.325095 -2.110845 0.935596
S 1.200794 -0.530191 1.102945
C -0.033436 0.501398 1.934765
C -1.295989 0.677637 1.157647
N -2.391784 0.255387 1.744030
N -3.551699 0.381108 1.107802
C -4.739028 -0.105731 1.831660
C -5.217836 -1.468602 1.309331
C -6.741415 -1.492282 1.201198
N -7.340506 -2.289970 0.189676
O -7.389210 -0.841660 1.969196
C -3.664896 0.913245 -0.094520
C -2.548510 1.363837 -0.769945
C -1.326678 1.262283 -0.140562
N -0.173681 1.698216 -0.779174
C 0.430689 2.701947 -0.427913
O 1.060947 3.606579 -0.118003
H -0.146071 -3.448430 2.601259
H 1.084014 -4.062750 1.518437
H 1.498662 -2.792253 2.648748
H -0.751680 -1.945278 0.922976
H 0.607629 -2.458620 -0.056361
H -0.277865 0.066521 2.902129
H 0.433917 1.470450 2.118477
H -5.524620 0.631099 1.670744
H -4.512007 -0.101612 2.890826
H -4.955266 -2.252609 2.022590
H -4.759928 -1.718866 0.352565
H -6.988164 -2.017857 -0.724334
H -7.140022 -3.277916 0.312834
H -4.657332 0.989858 -0.516717
H -2.634390 1.789131 -1.758789
C -8.824686 -0.852423 -3.098332
Cl -9.944181 -2.156777 -2.738899
Cl -7.177391 -1.522655 -3.250228
Cl -9.261649 -0.072407 -4.610708
Cl -8.838054 0.329359 -1.785033
C 5.071243 -1.870523 2.151183
Cl 4.072781 -2.183142 0.721450
Cl 6.759405 -1.815552 1.672973
Cl 4.611289 -0.300264 2.836456
Cl 4.801010 -3.150363 3.330930
C 3.231215 -1.832122 7.370120
Cl 1.942632 -0.930483 8.174434
Cl 4.705095 -1.742205 8.329112
Cl 2.742845 -3.521554 7.189924
Cl 3.527442 -1.143814 5.768556
C 8.897163 0.857119 -1.560221
Cl 7.424812 0.425782 -0.677267
Cl 8.641190 0.550656 -3.277273
Cl 9.249773 2.567396 -1.309746
Cl 10.242432 -0.118745 -0.969389
C 5.164157 1.493396 -5.058532
Cl 6.288530 0.707896 -6.170400
Cl 5.758230 3.107322 -4.666136
Cl 3.570905 1.597002 -5.817219
Cl 5.038579 0.545146 -3.572503
C 2.692375 5.769673 -5.981970
Cl 3.792569 5.074137 -7.167690
Cl 3.249613 7.383217 -5.537246
Cl 1.070746 5.872875 -6.676528
Cl 2.636109 4.755051 -4.530180

Force components x, y, z for each atom (eV/Å):
C 0.0 -0.1 0.0
C 0.3 -0.3 0.1
S -0.1 0.3 -0.1
C 0.0 -0.2 0.2
C 0.2 0.0 -0.1
N -0.4 -0.1 -0.1
N 0.5 0.0 0.4
C -0.5 0.1 -0.1
C 0.0 0.1 0.1
C 0.0 0.0 0.1
N 0.0 0.0 0.0
O -0.1 0.1 0.0
C -0.1 0.1 -0.3
C 0.2 -0.1 0.0
C 0.0 0.0 -0.3
N -0.5 0.3 0.3
C 0.2 -0.5 0.0
O 0.2 0.4 -0.1
H 0.0 0.1 0.1
H 0.0 0.0 0.0
H 0.0 0.0 0.0
H 0.0 0.1 -0.1
H -0.1 0.0 0.0
H -0.1 0.1 0.0
H 0.1 0.0 0.0
H 0.0 0.0 0.0
H 0.2 -0.1 0.0
H 0.1 -0.1 -0.1
H 0.1 0.0 0.0
H 0.0 -0.1 0.0
H 0.0 0.0 0.0
H -0.1 -0.1 0.1
H 0.0 0.0 0.0
C -0.1 0.0 0.0
Cl 0.0 0.0 0.0
Cl 0.1 0.0 -0.1
Cl 0.0 0.0 0.0
Cl 0.0 0.0 0.0
C 0.0 0.0 0.0
Cl 0.1 -0.1 -0.2
Cl 0.0 -0.1 0.1
Cl 0.0 0.0 0.0
Cl 0.1 0.0 -0.1
C 0.0 0.0 0.0
Cl 0.0 0.0 0.0
Cl 0.0 0.0 0.0
Cl 0.0 0.0 0.0
Cl -0.1 0.1 0.1
C -0.1 0.0 0.0
Cl 0.0 0.1 0.0
Cl 0.1 0.0 -0.1
Cl 0.0 0.0 0.0
Cl 0.0 0.0 0.0
C 0.0 0.0 0.0
Cl 0.0 0.0 0.0
Cl 0.0 0.0 0.0
Cl 0.0 0.0 0.0
Cl -0.1 0.0 0.0
C 0.0 0.1 0.0
Cl 0.0 0.0 0.0
Cl 0.0 0.0 0.0
Cl 0.0 0.0 0.0
Cl 0.0 0.1 0.0

Properties
- spin multiplicity = 1
- frontier orbital gap (eV) = 7.103
- charge = +1

---

# 2
The following is a quantum chemistry calculation of a single C17H15Cl2N5O2S molecule, from the Open Molecules 2025 dataset.

Element x y z (Å)
O 1.492010 0.390901 -0.682301
S 1.048969 -2.195073 3.469246
Cl 1.877683 -4.765300 -5.152551
Cl 1.061708 -6.264056 -2.398269
N -2.622817 -1.490845 2.480489
O -0.682656 5.367266 0.165865
C 1.210334 -0.524416 0.105084
C -0.372803 -1.817506 2.871453
C -1.917918 -0.808447 1.508221
C 2.653155 -2.779709 -3.550701
C -1.264112 3.374251 1.466992
C -1.119374 3.166218 -0.918030
C 2.411186 -1.996283 -2.426068
C 1.570187 -3.913086 -1.235106
C -1.780437 2.018682 1.560411
C -1.494731 1.828077 -0.879607
C 2.090926 -4.037629 -3.610584
C 1.678547 -4.622046 -2.416503
C -1.014511 4.017150 0.222525
C 1.880492 -2.528464 -1.287750
C -1.860990 1.292300 0.346265
N -1.656280 -2.164336 3.245589
N 1.532151 -1.903267 -0.058038
N 0.417686 -0.221080 1.197985
N -0.538271 -1.073100 1.693615
C 0.489243 5.722567 0.885889
C -2.399769 -0.068339 0.313341
H 3.104776 -2.260593 -4.364324
H -1.422656 4.069936 2.316367
H -0.924183 3.737056 -1.870111
H 2.572532 -0.939621 -2.379915
H 1.168673 -4.332985 -0.367524
H -2.181402 1.598572 2.484935
H -1.569692 1.372592 -1.821608
H -1.870076 -2.372362 4.235519
H 1.445338 -2.393486 0.780215
H 0.012116 0.711939 1.094538
H 0.889645 6.665673 0.592960
H 1.281620 5.051224 0.918775
H 0.224552 5.805396 1.921399
H -1.960509 -0.505478 -0.620097
H -3.460342 -0.212290 0.161407

Force components x, y, z for each atom (eV/Å):
O -0.1 -1.8 1.2
S 2.0 -0.7 1.2
Cl 0.2 -0.4 0.0
Cl 0.2 0.3 -0.1
N 2.0 1.9 -2.6
O 0.1 -1.3 -1.0
C 0.3 -0.5 -2.5
C -1.8 0.4 -1.2
C -0.8 -3.9 3.1
C -1.1 0.8 0.8
C -1.9 0.1 0.2
C 0.7 2.8 -0.7
C 0.4 0.7 0.5
C 1.1 1.6 -2.3
C 0.9 2.1 -2.0
C 0.3 2.9 1.4
C 0.8 0.1 0.0
C -1.0 -0.9 0.3
C 0.1 -2.4 1.0
C -1.1 -2.4 2.1
C -0.6 1.3 0.7
N 0.4 1.4 -0.4
N -0.1 4.3 -1.4
N 0.2 0.4 0.2
N -1.9 -0.1 0.7
C -1.3 0.7 1.3
C 0.6 -1.9 -0.5
H 0.1 -0.2 -0.8
H 0.6 -0.8 -0.2
H -0.2 -1.1 0.8
H 0.5 0.4 -0.4
H -0.5 -0.8 1.1
H 0.3 0.2 -0.2
H -0.1 -1.2 -0.8
H 0.1 0.0 -1.2
H -0.1 -1.4 1.3
H 0.7 -0.1 0.2
H -0.2 0.7 -0.7
H 1.2 -1.8 -0.8
H -0.3 0.3 0.8
H -0.2 -0.3 0.9
H -0.4 0.4 0.4

Properties
- SMILES = COc1ccc(Cc2n[nH]c(=S)n2NC(=O)Nc2ccc(Cl)c(Cl)c2)cc1
- spin multiplicity = 1
- frontier orbital gap (eV) = 9.132
- energy above the lowest of the compared OMol25 structures with the same formula, charge and spin (kcal per mole) = 76.1

---

# 3
The following is a quantum chemistry calculation of a molecular structure, C17H15CuNO12, from the Open Molecules 2025 dataset.

Element x y z (Å)
Cu -0.657067 -0.132355 1.167544
C 0.595939 0.140228 3.535093
O 0.921891 -0.705163 2.659287
O -0.376739 0.924114 3.183884
O 1.565114 0.717872 4.136854
C 2.644469 4.390121 0.320025
C 1.747525 3.330390 0.774835
C 1.065682 2.339771 -0.325588
O 0.196417 1.540024 0.065727
C 1.325188 2.655790 -1.708299
C 2.036253 3.816365 -2.054308
C 2.814900 4.620714 -1.047330
O 3.746633 5.447484 -1.365352
O 2.121503 3.998476 -3.311355
O 1.442228 3.109169 1.928301
H 3.299388 4.849395 1.047484
H 0.843948 1.990045 -2.411332
C 1.019044 -2.287483 -2.419153
C 1.123976 -2.077645 -1.007317
C 2.432993 -2.692526 -0.295057
O 2.571585 -2.542320 0.919657
C 3.507165 -3.265396 -1.053353
C 3.313683 -3.455761 -2.400285
C 1.987466 -3.021804 -3.094911
O 1.874503 -3.110614 -4.354714
O 4.186054 -4.124508 -3.060655
O 0.314848 -1.353226 -0.399255
H 0.122420 -1.923849 -2.903166
H 4.409334 -3.603199 -0.566273
C -3.692630 -0.465706 2.560460
C -3.276888 -1.484976 1.475576
C -3.438840 -0.874127 0.054087
O -2.499128 0.179264 -0.060290
C -2.666350 1.034089 -1.183964
N -1.900001 -1.850946 1.854569
H -4.674300 -0.039788 2.322477
H -3.055450 0.420025 2.543283
H -3.718311 -0.957317 3.532304
H -3.963633 -2.323367 1.647726
H -4.485081 -0.663669 -0.191068
H -3.179462 -1.675246 -0.649317
H -1.875950 1.778498 -1.081899
H -3.611765 1.567585 -1.021999
H -2.637719 0.627749 -2.196084
H -1.911681 -2.057215 2.851358
H -1.609173 -2.788984 1.581784

Force components x, y, z for each atom (eV/Å):
Cu 2.5 0.2 1.1
C 3.9 5.9 -3.0
O -1.4 -3.0 -0.6
O -2.7 -1.3 0.7
O -1.1 -1.7 2.5
C -1.8 -1.8 -0.4
C 0.1 -0.2 -1.1
C 0.1 2.1 -0.9
O -0.1 -0.3 0.1
C -0.5 -0.5 3.5
C -0.2 -1.9 -3.2
C 2.4 1.6 1.8
O -1.1 -0.4 -1.2
O 0.4 1.5 0.8
O 0.0 0.1 0.8
H 0.0 0.2 0.0
H 0.2 0.3 -0.5
C -0.1 -0.6 2.8
C 0.7 0.0 -1.4
C 0.8 0.8 0.7
O -0.8 -0.2 0.3
C -2.2 0.9 -0.2
C 1.4 -2.3 -0.9
C 0.2 1.3 -2.3
O 0.6 -1.0 0.6
O -0.9 0.7 -0.4
O -0.3 -0.5 0.7
H 0.1 0.1 -0.3
H 0.0 0.0 0.1
C -0.5 0.6 -1.0
C -0.5 0.8 1.2
C 1.6 -1.5 0.4
O -1.1 -0.5 -0.5
C 0.0 1.2 0.9
N -0.4 -1.1 0.0
H -0.3 -0.4 0.1
H 0.5 -0.4 0.4
H 0.1 0.2 0.1
H -0.2 -0.2 -0.7
H -0.1 0.8 0.4
H 0.3 0.0 -0.2
H 0.2 -0.2 -0.1
H -0.2 0.0 -0.3
H 0.1 -0.7 0.3
H 0.2 1.0 0.3
H 0.1 0.3 -1.3

Properties
- spin multiplicity = 2
- frontier orbital gap (spin up / spin down) (eV) = 3.469 / 3.472
- charge = -4